Molecular formula: C36H28Cl4HfN4O5SSi
Method: DFT, ωB97M-V/def2-TZVPD

Last column: Löwdin charge in e.
Atoms and positions in Å:
Hf  0.45  0.00  0.21  1.50
Cl  2.95  -1.68  -6.46  0.68
C  2.12  -1.51  -4.95  -0.67
C  1.32  -2.56  -4.48  -0.07
C  0.64  -2.44  -3.29  0.01
C  0.74  -1.28  -2.51  -0.32
O  0.06  -1.16  -1.39  -0.22
C  1.56  -0.22  -2.98  -0.12
C  1.82  1.03  -2.29  -0.03
N  1.44  1.45  -1.10  -0.02
C  2.01  2.66  -0.49  -0.17
C  2.98  3.36  -1.18  -0.05
C  3.79  4.32  -0.58  -0.08
C  3.76  4.44  0.80  -0.04
C  2.81  3.70  1.51  -0.20
C  3.01  3.32  2.88  -0.04
C  2.57  2.16  3.47  -0.19
C  1.68  1.17  3.01  -0.18
N  0.57  3.18  1.66  -0.14
C  1.71  3.09  0.85  -0.31
C  2.24  -0.36  -4.21  -0.05
H  1.24  -3.46  -5.07  0.11
H  0.02  -3.25  -2.92  0.13
H  2.44  1.68  -2.89  0.11
H  3.16  3.16  -2.23  0.09
H  4.50  4.87  -1.18  0.10
H  4.51  5.01  1.33  0.11
H  3.80  3.85  3.41  0.11
H  3.05  1.89  4.41  0.09
H  0.05  0.21  2.18  -0.04
H  2.87  0.44  -4.58  0.12
O  2.27  -4.33  3.64  0.14
C  1.59  -3.46  4.39  -0.49
O  1.69  -3.44  5.59  0.10
C  0.67  -2.54  3.67  -0.04
C  -0.26  -1.67  4.24  -0.58
Cl  -0.56  -1.36  5.87  0.85
N  -0.93  -1.03  3.27  -0.07
N  -0.46  -1.45  2.04  0.04
C  0.52  -2.31  2.30  -0.13
C  1.56  -2.52  1.22  -0.53
O  2.00  -3.62  0.95  0.11
O  1.92  -1.37  0.71  -0.13
C  -1.74  0.19  3.35  -0.19
C  -1.36  1.43  2.65  -0.28
C  -3.78  2.69  1.46  -0.09
C  -4.63  2.76  2.75  -0.10
C  -3.88  1.19  4.22  -0.15
C  -2.94  0.04  3.97  0.00
H  2.10  -4.24  2.68  0.08
H  -0.75  1.32  0.83  -0.09
H  -3.78  3.44  0.68  0.14
H  -5.25  3.63  2.89  0.14
H  -4.13  1.26  5.28  0.14
H  -3.23  -0.95  4.28  0.12
Cl  0.34  1.56  2.05  0.75
C  -2.62  2.09  2.30  -0.22
C  -3.38  2.46  3.57  -0.17
C  -5.20  1.40  3.32  -0.15
C  -5.43  0.31  2.36  -0.09
C  -4.51  0.20  1.41  -0.62
Cl  -4.46  -1.26  0.47  0.74
C  -3.49  1.26  1.17  -0.55
S  -2.45  1.12  -0.31  0.79
H  -2.84  3.24  4.10  0.17
H  -6.07  1.59  3.96  0.14
H  -6.17  -0.46  2.52  0.11
C  -5.24  0.80  -2.15  -0.20
Si  -3.43  0.34  -2.13  0.29
C  -3.08  -1.46  -2.49  -0.22
C  -2.45  1.38  -3.34  -0.21
H  -5.55  1.03  -3.17  0.04
H  -5.42  1.70  -1.55  0.03
H  -5.86  0.00  -1.77  0.02
H  -2.52  -1.54  -3.43  0.03
H  -4.01  -2.02  -2.60  0.03
H  -2.49  -1.93  -1.71  0.01
H  -2.91  2.36  -3.48  0.04
H  -2.39  0.89  -4.31  0.04
H  -1.43  1.55  -2.99  0.01

The value obtained for the frontier orbital gap (alpha / beta) is 5.01 / 5.08 eV. For the HOMO energy (alpha / beta), the calculation gives -0.242 / -0.244 Ha.

***

Molecular formula: C36H28CoN7O3S
Method: DFT, ωB97M-V/def2-TZVPD

Last column: Löwdin charge in e.
Atoms and positions in Å:
Co  -0.29  -0.12  0.19  0.65
O  2.00  2.52  -2.34  -0.02
C  1.14  1.75  -1.88  -0.48
N  1.27  0.71  -1.05  0.04
C  2.56  0.36  -0.57  -0.22
C  3.75  0.80  -1.14  -0.03
C  4.98  0.43  -0.63  -0.12
C  5.05  -0.39  0.48  -0.12
C  3.88  -0.87  1.05  -0.03
C  2.63  -0.53  0.53  -0.22
N  1.40  -0.98  1.07  0.04
C  1.38  -1.95  1.98  -0.48
O  2.30  -2.65  2.44  -0.01
C  0.01  -2.21  2.57  -0.18
C  -0.09  -2.97  3.73  -0.01
C  -1.34  -3.19  4.28  -0.07
C  -2.45  -2.66  3.64  -0.07
C  -2.26  -1.93  2.48  -0.11
N  -1.05  -1.71  1.96  0.10
C  -0.25  1.96  -2.44  -0.20
C  -0.42  2.80  -3.54  -0.01
C  -1.69  2.96  -4.07  -0.07
C  -2.75  2.28  -3.48  -0.07
C  -2.49  1.48  -2.38  -0.13
N  -1.27  1.32  -1.87  0.11
H  3.71  1.46  -1.99  0.09
H  5.89  0.80  -1.10  0.09
H  6.00  -0.68  0.90  0.09
H  3.92  -1.54  1.88  0.08
H  0.82  -3.37  4.16  0.11
H  -1.44  -3.75  5.20  0.10
H  -3.45  -2.81  4.03  0.10
H  -3.10  -1.52  1.94  0.09
H  0.45  3.30  -3.93  0.11
H  -1.85  3.60  -4.93  0.10
H  -3.76  2.37  -3.86  0.09
H  -3.29  0.93  -1.90  0.09
N  -8.30  5.08  4.07  0.14
C  -7.41  4.50  3.63  -0.19
C  -6.30  3.76  3.09  -0.24
C  -5.55  2.93  3.92  -0.02
C  -4.47  2.23  3.39  -0.01
C  -4.15  2.35  2.05  -0.19
C  -4.91  3.17  1.22  -0.01
C  -5.98  3.88  1.74  -0.02
C  -2.98  1.61  1.49  -0.04
C  -1.74  2.08  1.85  -0.23
C  -1.43  3.22  2.67  -0.03
C  -0.07  3.32  2.71  -0.06
C  0.43  2.24  1.91  -0.10
N  -0.54  1.52  1.41  0.03
C  -3.30  0.52  0.64  -0.30
C  -4.61  0.05  0.38  -0.06
C  -4.48  -1.05  -0.45  -0.09
C  -3.09  -1.22  -0.64  -0.19
N  -2.39  -0.30  0.00  -0.04
H  -5.80  2.84  4.97  0.12
H  -3.88  1.59  4.03  0.13
H  -4.65  3.26  0.18  0.13
H  -6.57  4.52  1.10  0.12
H  -2.14  3.87  3.14  0.10
H  0.52  4.06  3.22  0.09
H  1.46  1.99  1.69  0.12
H  -5.53  0.48  0.75  0.10
H  -5.27  -1.67  -0.86  0.08
H  -2.61  -1.99  -1.21  0.07
C  -0.62  -3.70  -1.70  -0.24
S  0.22  -2.10  -1.77  0.78
C  -0.36  -1.58  -3.39  -0.24
O  1.65  -2.42  -1.93  -0.48
H  -0.07  -4.36  -2.37  0.06
H  -1.66  -3.62  -2.01  0.04
H  -0.56  -4.06  -0.68  0.05
H  -1.44  -1.40  -3.36  0.05
H  -0.10  -2.35  -4.12  0.06
H  0.16  -0.66  -3.60  0.05

Its net charge is -1. As for the spin multiplicity: 4. The value obtained for the frontier orbital gap (alpha / beta) is 5.63 / 5.58 eV. For the HOMO energy (alpha / beta), the calculation gives -0.151 / -0.150 Ha.

***

Molecular formula: C36H28N8O2Pt
Method: DFT, ωB97M-V/def2-TZVPD

Last column: Löwdin charge in e.
Atoms and positions in Å:
Pt  -17.31  0.64  -13.08  1.13
C  -21.87  2.28  -4.60  -0.09
O  -21.80  3.67  -4.71  -0.06
C  -20.74  4.19  -5.35  -0.31
C  -19.72  3.44  -5.88  -0.01
C  -18.72  4.05  -6.63  0.00
C  -18.74  5.44  -6.86  -0.32
C  -19.75  6.19  -6.20  -0.01
C  -20.73  5.56  -5.46  -0.01
N  -17.87  6.13  -7.65  0.07
N  -16.95  5.35  -8.26  0.05
C  -17.34  4.68  -9.36  -0.26
C  -18.66  4.67  -9.88  0.00
C  -18.99  3.91  -10.99  0.00
C  -18.05  3.06  -11.57  -0.34
O  -18.40  2.27  -12.55  -0.24
C  -16.66  3.08  -11.09  -0.17
N  -15.77  2.36  -11.77  0.06
C  -14.51  2.36  -11.36  -0.15
C  -14.04  3.13  -10.29  -0.05
C  -14.96  3.91  -9.61  0.00
C  -16.30  3.88  -9.98  -0.09
H  -22.79  2.04  -4.07  0.09
H  -21.05  1.86  -4.04  0.09
H  -21.88  1.80  -5.56  0.09
H  -19.65  2.37  -5.78  0.09
H  -17.92  3.44  -7.06  0.11
H  -19.72  7.26  -6.32  0.11
H  -21.50  6.13  -4.96  0.12
H  -19.40  5.27  -9.37  0.10
H  -20.01  3.91  -11.34  0.11
H  -13.80  1.73  -11.88  0.10
H  -13.01  3.14  -10.02  0.09
H  -14.66  4.56  -8.81  0.10
N  -14.90  -2.47  -14.38  0.05
C  -15.52  -1.86  -13.38  -0.10
N  -16.25  -0.88  -13.86  -0.05
C  -16.02  -0.95  -15.21  -0.30
N  -15.24  -1.90  -15.56  0.15
C  -16.80  0.01  -16.01  -0.20
C  -17.20  -0.20  -17.32  -0.04
N  -18.03  0.67  -17.91  0.09
C  -18.41  1.72  -17.22  -0.11
C  -18.01  1.94  -15.91  -0.07
N  -17.19  1.07  -15.30  0.01
H  -14.26  -3.26  -14.37  0.17
H  -15.48  -2.17  -12.36  0.13
H  -16.95  -1.09  -17.89  0.12
H  -19.07  2.42  -17.70  0.11
H  -18.32  2.78  -15.31  0.12
C  -21.98  -3.84  -10.18  -0.09
C  -20.67  -3.77  -9.68  -0.08
C  -19.75  -2.95  -10.29  -0.05
C  -20.11  -2.15  -11.39  -0.21
C  -21.42  -2.28  -11.90  -0.05
C  -22.34  -3.11  -11.30  -0.10
C  -19.15  -1.29  -12.12  -0.11
C  -18.18  -0.48  -11.65  -0.27
C  -17.86  -0.35  -10.24  -0.28
C  -18.85  -0.05  -9.32  -0.04
C  -18.56  -0.07  -7.96  -0.08
C  -17.28  -0.34  -7.49  -0.09
C  -16.27  -0.57  -8.42  -0.08
C  -16.56  -0.53  -9.78  -0.05
H  -22.71  -4.46  -9.67  0.09
H  -20.39  -4.34  -8.82  0.10
H  -18.74  -2.93  -9.93  0.11
H  -21.68  -1.66  -12.75  0.11
H  -23.36  -3.13  -11.66  0.10
H  -19.34  -1.30  -13.18  0.08
H  -19.84  0.20  -9.66  0.13
H  -19.36  0.19  -7.28  0.10
H  -17.04  -0.35  -6.43  0.10
H  -15.27  -0.72  -8.09  0.09
H  -15.77  -0.63  -10.51  0.09

As for the spin multiplicity: 3. The value obtained for the frontier orbital gap (alpha / beta) is 5.50 / 6.86 eV. For the HOMO energy (alpha / beta), the calculation gives -0.227 / -0.277 Ha.

***

Computed F_max, in the same sequence as the records: 1.64; 0.36; 2.02 eV Å⁻¹.
Computed energy above the lowest of the compared OMol25 structures with the same formula, charge and spin, in the same sequence as the records: 2347.7; 0.0; 0.0 kJ/mol.